This record from the OMol25 dataset describes a 13-piece molecular cluster, C70H159N7O13 overall. The level of theory is ωB97M-V/def2-TZVPD.

Energy = -4123.4301 hartree
Molecular weight = 1307.1 g/mol
Net charge = 0
HOMO = -7.848 eV

Last columns: bonded neighbours and bond lengths (Å).
Element x y z (Å)
1 C -4.308 1.246 -0.132  O2 1.417, H3 1.090, H4 1.090, H5 1.090
2 O -3.667 2.199 -0.961  C1 1.417, H6 0.960
3 H -4.822 0.521 -0.763  C1 1.090
4 H -3.592 0.691 0.474  C1 1.090
5 H -5.023 1.744 0.523  C1 1.090
6 H -3.319 2.876 -0.376  O2 0.960
7 C 2.929 3.135 0.065  O8 1.452, H9 1.090, H10 1.090, H11 1.090
8 O 3.723 4.174 -0.566  C7 1.452, H12 0.960
9 H 3.422 2.929 1.015  C7 1.090
10 H 1.952 3.588 0.235  C7 1.090
11 H 2.861 2.291 -0.622  C7 1.090
12 H 4.656 4.075 -0.361  O8 0.960
13 C -0.839 4.560 1.410  O14 1.453, H15 1.090, H16 1.090, H17 1.090
14 O -1.641 3.508 0.809  C13 1.453, H18 0.960
15 H 0.197 4.279 1.599  C13 1.090
16 H -0.839 5.522 0.897  C13 1.090
17 H -1.287 4.664 2.398  C13 1.090
18 H -1.327 2.693 1.207  O14 0.960
19 C -3.487 2.809 4.851  O20 1.410, H21 1.090, H22 1.090, H23 1.090
20 O -3.954 3.791 5.748  C19 1.410, H24 0.960
21 H -4.041 1.890 5.046  C19 1.090
22 H -3.615 3.126 3.816  C19 1.090
23 H -2.415 2.644 4.961  C19 1.090
24 H -3.290 4.470 5.887  O20 0.960
25 C -0.832 -0.997 5.057  O26 1.372, H27 1.090, H28 1.090, H29 1.090
26 O -1.754 -0.009 4.819  C25 1.372, H30 0.960
27 H 0.148 -0.552 5.230  C25 1.090
28 H -0.987 -1.538 5.991  C25 1.090
29 H -0.701 -1.704 4.238  C25 1.090
30 H -2.185 0.262 5.633  O26 0.960
31 C 1.700 4.060 -5.387  C32 1.526, H42 1.090, H43 1.090, H44 1.090
32 C 0.248 4.139 -4.925  C31 1.526, C33 1.590, N37 1.522, C41 1.497
33 C 0.196 3.368 -3.536  C32 1.590, C34 1.558, H45 1.090, H46 1.090
34 C -1.124 3.643 -2.754  C33 1.558, C35 1.530, H47 1.090, H48 1.090
35 C -1.270 5.156 -2.577  C34 1.530, C36 1.574, H49 1.090, H50 1.090
36 C -1.235 6.059 -3.865  C35 1.574, N37 1.505, C39 1.563, C40 1.557
37 N -0.093 5.611 -4.737  C32 1.522, C36 1.505, O38 1.406
38 O 0.120 6.387 -5.889  N37 1.406, H60 0.960
39 C -2.579 5.918 -4.652  C36 1.563, H51 1.090, H52 1.090, H53 1.090
40 C -1.047 7.503 -3.312  C36 1.557, H54 1.090, H55 1.090, H56 1.090
41 C -0.620 3.480 -5.952  C32 1.497, H57 1.090, H58 1.090, H59 1.090
42 H 1.763 4.040 -6.475  C31 1.090
43 H 2.047 3.052 -5.158  C31 1.090
44 H 2.328 4.870 -5.015  C31 1.090
45 H 0.107 2.300 -3.735  C33 1.090
46 H 1.065 3.524 -2.898  C33 1.090
47 H -1.097 3.135 -1.790  C34 1.090
48 H -1.904 3.092 -3.280  C34 1.090
49 H -0.530 5.551 -1.882  C35 1.090
50 H -2.238 5.297 -2.096  C35 1.090
51 H -2.883 4.890 -4.848  C39 1.090
52 H -3.355 6.352 -4.022  C39 1.090
53 H -2.737 6.595 -5.493  C39 1.090
54 H -1.858 7.749 -2.626  C40 1.090
55 H -0.106 7.500 -2.762  C40 1.090
56 H -0.942 8.247 -4.101  C40 1.090
57 H -0.182 2.538 -6.282  C41 1.090
58 H -0.779 4.083 -6.845  C41 1.090
59 H -1.670 3.426 -5.665  C41 1.090
60 H -0.709 6.234 -6.349  O38 0.960
61 C -8.268 -1.211 3.287  C62 1.559, H72 1.090, H73 1.090, H74 1.090
62 C -7.529 -2.578 3.162  C61 1.559, C63 1.531, N67 1.444, C71 1.541
63 C -7.408 -2.901 1.670  C62 1.531, C64 1.495, H75 1.090, H76 1.090
64 C -6.404 -2.105 0.899  C63 1.495, C65 1.538, H77 1.090, H78 1.090
65 C -5.027 -2.255 1.567  C64 1.538, C66 1.573, H79 1.090, H80 1.090
66 C -5.026 -1.922 3.104  C65 1.573, N67 1.514, C69 1.527, C70 1.535
67 N -6.208 -2.621 3.742  C62 1.444, C66 1.514, O68 1.436
68 O -6.239 -2.383 5.158  N67 1.436, H90 0.960
69 C -3.746 -2.553 3.646  C66 1.527, H81 1.090, H82 1.090, H83 1.090
70 C -5.078 -0.393 3.236  C66 1.535, H84 1.090, H85 1.090, H86 1.090
71 C -8.421 -3.674 3.778  C62 1.541, H87 1.090, H88 1.090, H89 1.090
72 H -8.508 -1.014 4.331  C61 1.090
73 H -9.262 -1.173 2.841  C61 1.090
74 H -7.721 -0.375 2.850  C61 1.090
75 H -7.307 -3.978 1.536  C63 1.090
76 H -8.365 -2.678 1.200  C63 1.090
77 H -6.759 -1.079 0.807  C64 1.090
78 H -6.362 -2.498 -0.117  C64 1.090
79 H -4.336 -1.633 0.998  C65 1.090
80 H -4.743 -3.292 1.385  C65 1.090
81 H -2.953 -2.179 2.997  C69 1.090
82 H -3.670 -2.204 4.676  C69 1.090
83 H -3.834 -3.638 3.601  C69 1.090
84 H -4.059 -0.076 3.017  C70 1.090
85 H -5.756 0.163 2.588  C70 1.090
86 H -5.337 -0.169 4.271  C70 1.090
87 H -9.349 -3.799 3.220  C71 1.090
88 H -8.632 -3.507 4.835  C71 1.090
89 H -7.924 -4.639 3.876  C71 1.090
90 H -6.146 -3.278 5.493  O68 0.960
91 C 1.253 -1.027 -3.731  C92 1.529, H102 1.090, H103 1.090, H104 1.090
92 C 2.547 -0.479 -4.333  C91 1.529, C93 1.528, N97 1.487, C101 1.545
93 C 2.977 0.574 -3.313  C92 1.528, C94 1.495, H105 1.090, H106 1.090
94 C 4.394 1.051 -3.307  C93 1.495, C95 1.492, H107 1.090, H108 1.090
95 C 5.357 -0.084 -3.409  C94 1.492, C96 1.562, H109 1.090, H110 1.090
96 C 5.040 -1.058 -4.588  C95 1.562, N97 1.456, C99 1.545, C100 1.511
97 N 3.644 -1.466 -4.508  C92 1.487, C96 1.456, O98 1.393
98 O 3.306 -2.572 -5.285  N97 1.393, H120 0.960
99 C 5.496 -0.455 -5.936  C96 1.545, H111 1.090, H112 1.090, H113 1.090
100 C 5.889 -2.264 -4.258  C96 1.511, H114 1.090, H115 1.090, H116 1.090
101 C 2.242 0.237 -5.668  C92 1.545, H117 1.090, H118 1.090, H119 1.090
102 H 0.825 -1.786 -4.387  C91 1.090
103 H 0.492 -0.265 -3.566  C91 1.090
104 H 1.371 -1.466 -2.740  C91 1.090
105 H 2.360 1.463 -3.445  C93 1.090
106 H 2.721 0.232 -2.311  C93 1.090
107 H 4.558 1.539 -2.346  C94 1.090
108 H 4.455 1.822 -4.076  C94 1.090
109 H 5.526 -0.564 -2.445  C95 1.090
110 H 6.359 0.319 -3.556  C95 1.090
111 H 6.575 -0.342 -5.835  C99 1.090
112 H 5.346 -1.042 -6.842  C99 1.090
113 H 5.117 0.553 -6.107  C99 1.090
114 H 5.696 -2.533 -3.219  C100 1.090
115 H 5.792 -3.154 -4.879  C100 1.090
116 H 6.961 -2.082 -4.325  C100 1.090
117 H 1.440 0.972 -5.603  C101 1.090
118 H 1.833 -0.390 -6.460  C101 1.090
119 H 3.039 0.881 -6.041  C101 1.090
120 H 3.625 -2.384 -6.171  O98 0.960
121 C 0.710 -6.911 2.067  C122 1.599, H132 1.090, H133 1.090, H134 1.090
122 C 0.764 -6.685 0.486  C121 1.599, C123 1.583, N127 1.453, C131 1.565
123 C -0.569 -7.316 -0.090  C122 1.583, C124 1.536, H135 1.090, H136 1.090
124 C -1.772 -6.369 0.027  C123 1.536, C125 1.512, H137 1.090, H138 1.090
125 C -1.400 -5.048 -0.606  C124 1.512, C126 1.515, H139 1.090, H140 1.090
126 C -0.201 -4.357 0.010  C125 1.515, N127 1.512, C129 1.590, C130 1.507
127 N 0.973 -5.308 0.071  C122 1.453, C126 1.512, O128 1.373
128 O 2.131 -4.691 0.473  N127 1.373, H150 0.960
129 C 0.108 -3.161 -0.991  C126 1.590, H141 1.090, H142 1.090, H143 1.090
130 C -0.521 -3.819 1.381  C126 1.507, H144 1.090, H145 1.090, H146 1.090
131 C 1.964 -7.463 -0.148  C122 1.565, H147 1.090, H148 1.090, H149 1.090
132 H 0.904 -7.950 2.333  C121 1.090
133 H -0.223 -6.667 2.575  C121 1.090
134 H 1.484 -6.375 2.616  C121 1.090
135 H -0.476 -7.783 -1.071  C123 1.090
136 H -0.797 -8.228 0.461  C123 1.090
137 H -2.007 -6.332 1.091  C124 1.090
138 H -2.628 -6.862 -0.433  C124 1.090
139 H -2.299 -4.450 -0.457  C125 1.090
140 H -1.393 -5.205 -1.685  C125 1.090
141 H -0.721 -2.468 -1.136  C129 1.090
142 H 0.968 -2.609 -0.610  C129 1.090
143 H 0.453 -3.464 -1.979  C129 1.090
144 H -1.506 -3.361 1.471  C130 1.090
145 H -0.601 -4.589 2.148  C130 1.090
146 H 0.203 -3.109 1.779  C130 1.090
147 H 2.908 -7.141 0.292  C131 1.090
148 H 2.026 -7.446 -1.236  C131 1.090
149 H 1.825 -8.536 -0.022  C131 1.090
150 H 2.416 -4.364 -0.383  O128 0.960
151 C -2.568 0.713 -5.988  C152 1.573, H162 1.090, H163 1.090, H164 1.090
152 C -3.900 0.624 -5.157  C151 1.573, C153 1.599, N157 1.473, C161 1.491
153 C -5.004 -0.127 -6.035  C152 1.599, C154 1.550, H165 1.090, H166 1.090
154 C -4.987 -1.677 -6.013  C153 1.550, C155 1.497, H167 1.090, H168 1.090
155 C -4.976 -2.191 -4.607  C154 1.497, C156 1.538, H169 1.090, H170 1.090
156 C -3.892 -1.538 -3.733  C155 1.538, N157 1.503, C159 1.519, C160 1.506
157 N -3.839 -0.040 -3.843  C152 1.473, C156 1.503, O158 1.375
158 O -2.847 0.481 -3.046  N157 1.375, H180 0.960
159 C -4.220 -1.880 -2.290  C156 1.519, H171 1.090, H172 1.090, H173 1.090
160 C -2.582 -2.190 -4.090  C156 1.506, H174 1.090, H175 1.090, H176 1.090
161 C -4.508 1.963 -4.913  C152 1.491, H177 1.090, H178 1.090, H179 1.090
162 H -1.763 1.060 -5.339  C151 1.090
163 H -2.548 1.441 -6.800  C151 1.090
164 H -2.234 -0.199 -6.484  C151 1.090
165 H -5.997 0.301 -5.901  C153 1.090
166 H -4.750 0.034 -7.083  C153 1.090
167 H -4.156 -2.059 -6.605  C154 1.090
168 H -5.897 -2.016 -6.508  C154 1.090
169 H -4.827 -3.268 -4.691  C155 1.090
170 H -5.980 -2.036 -4.212  C155 1.090
171 H -4.651 -2.872 -2.158  C159 1.090
172 H -3.335 -1.802 -1.659  C159 1.090
173 H -4.938 -1.102 -2.027  C159 1.090
174 H -2.498 -3.224 -3.754  C160 1.090
175 H -2.446 -2.226 -5.171  C160 1.090
176 H -1.678 -1.692 -3.738  C160 1.090
177 H -4.880 2.344 -5.865  C161 1.090
178 H -3.821 2.676 -4.457  C161 1.090
179 H -5.349 1.919 -4.220  C161 1.090
180 H -3.324 1.015 -2.408  O158 0.960
181 C 3.047 -2.267 3.868  C182 1.521, H192 1.090, H193 1.090, H194 1.090
182 C 4.136 -2.189 2.809  C181 1.521, C183 1.512, N187 1.474, C191 1.539
183 C 3.437 -1.743 1.545  C182 1.512, C184 1.540, H195 1.090, H196 1.090
184 C 4.361 -1.262 0.411  C183 1.540, C185 1.514, H197 1.090, H198 1.090
185 C 5.228 -0.119 0.897  C184 1.514, C186 1.597, H199 1.090, H200 1.090
186 C 6.016 -0.536 2.222  C185 1.597, N187 1.491, C189 1.554, C190 1.579
187 N 5.161 -1.218 3.235  C182 1.474, C186 1.491, O188 1.367
188 O 5.709 -1.456 4.464  N187 1.367, H210 0.960
189 C 7.244 -1.371 1.765  C186 1.554, H201 1.090, H202 1.090, H203 1.090
190 C 6.480 0.858 2.799  C186 1.579, H204 1.090, H205 1.090, H206 1.090
191 C 4.789 -3.551 2.518  C182 1.539, H207 1.090, H208 1.090, H209 1.090
192 H 2.158 -2.726 3.435  C181 1.090
193 H 2.719 -1.312 4.278  C181 1.090
194 H 3.424 -2.824 4.725  C181 1.090
195 H 2.898 -2.509 0.989  C183 1.090
196 H 2.613 -1.040 1.665  C183 1.090
197 H 3.822 -0.916 -0.472  C184 1.090
198 H 4.998 -2.021 -0.043  C184 1.090
199 H 4.544 0.707 1.090  C185 1.090
200 H 5.879 0.196 0.081  C185 1.090
201 H 7.045 -2.024 0.915  C189 1.090
202 H 8.049 -0.722 1.420  C189 1.090
203 H 7.556 -1.965 2.625  C189 1.090
204 H 7.113 0.766 3.682  C190 1.090
205 H 7.130 1.437 2.143  C190 1.090
206 H 5.590 1.451 3.012  C190 1.090
207 H 4.123 -4.385 2.294  C191 1.090
208 H 5.275 -3.878 3.437  C191 1.090
209 H 5.551 -3.616 1.740  C191 1.090
210 H 6.151 -2.298 4.338  O188 0.960
211 C 1.116 2.368 5.719  C212 1.560, H222 1.090, H223 1.090, H224 1.090
212 C 2.264 2.441 4.666  C211 1.560, C213 1.548, N217 1.493, C221 1.530
213 C 2.243 3.921 4.211  C212 1.548, C214 1.548, H225 1.090, H226 1.090
214 C 2.777 4.965 5.221  C213 1.548, C215 1.555, H227 1.090, H228 1.090
215 C 4.252 4.541 5.470  C214 1.555, C216 1.592, H229 1.090, H230 1.090
216 C 4.419 3.055 6.016  C215 1.592, N217 1.486, C219 1.531, C220 1.532
217 N 3.614 2.104 5.205  C212 1.493, C216 1.486, O218 1.414
218 O 3.806 0.751 5.569  N217 1.414, H240 0.960
219 C 5.916 2.804 5.816  C216 1.531, H231 1.090, H232 1.090, H233 1.090
220 C 4.134 3.034 7.521  C216 1.532, H234 1.090, H235 1.090, H236 1.090
221 C 2.014 1.609 3.406  C212 1.530, H237 1.090, H238 1.090, H239 1.090
222 H 1.274 2.976 6.611  C211 1.090
223 H 1.168 1.369 6.153  C211 1.090
224 H 0.126 2.507 5.286  C211 1.090
225 H 2.868 4.117 3.339  C213 1.090
226 H 1.233 4.172 3.889  C213 1.090
227 H 2.132 4.950 6.099  C214 1.090
228 H 2.682 5.985 4.850  C214 1.090
229 H 4.742 5.177 6.208  C215 1.090
230 H 4.775 4.678 4.523  C215 1.090
231 H 6.191 2.598 4.782  C219 1.090
232 H 6.497 3.661 6.157  C219 1.090
233 H 6.337 1.915 6.285  C219 1.090
234 H 4.769 3.762 8.027  C220 1.090
235 H 3.110 3.209 7.851  C220 1.090
236 H 4.448 2.085 7.955  C220 1.090
237 H 1.915 0.546 3.625  C221 1.090
238 H 2.768 1.710 2.625  C221 1.090
239 H 1.129 1.950 2.869  C221 1.090
240 H 4.201 0.343 4.796  O218 0.960
241 C -0.132 0.526 -0.129  C242 1.533, H244 1.090, H245 1.090, H246 1.090
242 C -0.541 0.052 1.271  C241 1.533, O243 1.405, H247 1.090, H248 1.090
243 O -1.077 1.093 2.048  C242 1.405, H249 0.960
244 H 0.558 -0.121 -0.669  C241 1.090
245 H 0.340 1.504 -0.040  C241 1.090
246 H -0.980 0.770 -0.769  C241 1.090
247 H 0.407 -0.245 1.721  C242 1.090
248 H -1.253 -0.766 1.166  C242 1.090
249 H -1.253 0.775 2.937  O243 0.960